Entry 1:
{
  "formula": "C43H38BrF4GeN6ORb",
  "method": "ωB97M-V/def2-TZVPD",
  "spin_multiplicity": 1,
  "e_tot_ha": -7139.57768,
  "homo_ev": -6.1,
  "gap_ev": 5.64,
  "symbols": ["C", "H", "F", "C", "C", "H", "C", "C", "H", "C", "C", "C", "H", "C", "C", "C", "N", "C", "C", "N", "C", "H", "C", "H", "C", "C", "H", "H", "H", "F", "C", "C", "C", "H", "H", "H", "C", "C", "N", "H", "H", "H", "C", "N", "H", "C", "C", "H", "H", "C", "C", "C", "H", "H", "H", "H", "O", "H", "H", "C", "F", "H", "N", "H", "H", "H", "H", "H", "C", "C", "C", "H", "H", "C", "C", "C", "N", "H", "C", "C", "H", "H", "F", "C", "C", "Br", "Ge", "C", "H", "C", "H", "Rb", "H", "C", "C"],
  "xyz": [[-2.98, -3.74, 2.39], [-3.32, -1.23, 0.22], [-1.28, 2.28, -4.88], [-1.24, 2.98, 5.98], [0.19, -1.02, -3.20], [1.56, -6.17, -2.65], [-2.80, -2.52, 1.69], [-2.25, 1.28, -2.83], [4.89, -2.75, -1.11], [1.18, -0.13, -3.57], [0.80, -4.18, -2.03], [4.20, -0.77, 1.54], [0.85, 4.72, 6.09], [1.30, -5.45, -1.85], [3.09, -1.61, -0.78], [0.46, -0.28, -5.87], [-1.59, 2.03, -1.88], [-1.89, 1.03, 4.82], [-0.71, -1.54, -4.15], [-1.83, -1.66, 2.00], [-0.58, 4.16, -1.29], [-4.12, -2.77, 0.11], [0.93, 4.02, 5.26], [-0.03, 5.03, -1.76], [2.93, -0.29, 1.20], [4.95, -1.57, 0.70], [-1.99, -5.05, 3.88], [-0.28, -1.22, 3.29], [1.53, -6.98, -0.32], [-5.02, -1.19, -2.81], [-4.04, -0.41, -3.28], [-3.24, 0.34, -2.42], [1.95, 4.16, 4.32], [-4.29, -0.97, -5.37], [-3.90, -4.31, 2.23], [2.84, 3.21, 2.62], [-1.99, -4.15, 3.27], [-0.10, 3.04, 5.13], [0.31, 3.71, -0.18], [1.14, 4.56, 1.60], [0.54, -0.01, -7.00], [-0.53, 4.95, 1.25], [0.43, 4.79, 0.79], [-3.65, -2.11, 0.67], [-1.52, 3.82, -3.11], [-2.16, 1.99, 5.80], [0.02, 2.04, 4.15], [2.65, 4.95, 4.48], [-1.55, -2.17, -3.91], [1.38, 0.18, -4.92], [2.32, -0.78, 0.01], [-0.55, -1.19, -5.44], [0.66, -3.74, -3.00], [-1.47, -1.07, -0.98], [-1.46, 3.69, 6.72], [-1.26, -1.46, -6.26], [1.08, -0.38, -0.33], [2.20, 3.16, 0.32], [3.11, 0.87, 2.91], [-3.74, -0.41, -4.65], [-2.39, 0.41, -6.39], [1.92, 0.24, -2.83], [-0.90, 1.06, 4.01], [1.78, 2.82, -1.37], [1.29, -5.64, 1.50], [0.45, -3.28, 1.31], [2.75, -1.80, -1.78], [4.64, -0.37, 2.43], [1.67, 3.52, -0.59], [-0.91, 3.20, -2.44], [2.40, 0.63, 2.22], [2.12, 4.47, -0.93], [0.03, 2.91, -2.97], [-0.94, -3.23, 3.55], [-2.78, 0.46, -5.09], [0.66, -3.86, 0.40], [1.27, 1.21, 2.24], [0.71, 5.80, 0.33], [2.09, 3.11, 3.38], [1.13, 2.11, 3.25], [-3.07, 1.90, 6.38], [-0.15, -3.54, 4.22], [-3.52, 0.38, -1.07], [1.40, -5.94, -0.57], [0.54, -3.31, -0.93], [6.60, -2.31, 1.31], [-0.03, -1.52, -1.33], [4.34, -2.07, -0.43], [2.14, 0.90, -5.35], [-0.94, -2.00, 2.92], [-1.50, 4.52, -0.84], [-1.44, 1.21, 0.84], [-2.47, 0.09, 4.73], [-2.14, 1.41, -4.27], [1.17, -5.14, 0.52]]
}


Entry 2:
{
  "formula": "C43H38F3N7O5PtS",
  "method": "ωB97M-V/def2-TZVPD",
  "spin_multiplicity": 5,
  "e_tot_ha": -3237.84378,
  "homo_ev": [-7.8, -8.1],
  "gap_ev": [7.70, 5.46],
  "symbols": ["H", "C", "H", "C", "H", "O", "H", "N", "C", "C", "O", "C", "H", "C", "C", "S", "F", "H", "O", "C", "H", "H", "C", "C", "H", "H", "H", "C", "C", "C", "C", "H", "C", "H", "C", "H", "C", "N", "C", "Pt", "C", "H", "H", "C", "C", "H", "H", "C", "C", "H", "C", "C", "C", "C", "F", "H", "C", "N", "H", "C", "H", "H", "C", "H", "C", "C", "H", "O", "C", "N", "H", "C", "H", "H", "C", "F", "C", "H", "C", "H", "C", "H", "H", "H", "H", "H", "N", "C", "C", "N", "H", "H", "O", "N", "C", "H", "C", "C"],
  "xyz": [[0.35, 2.86, -2.54], [-0.76, -2.38, 3.29], [-4.58, -5.70, 1.12], [-3.23, 1.30, 0.12], [-2.05, -2.71, -2.87], [-0.80, -0.73, 1.55], [-0.73, -3.04, 7.10], [3.93, 0.36, 0.77], [1.85, -4.33, -0.04], [-4.01, -3.65, 1.44], [-3.02, -2.90, 2.11], [-2.95, -2.17, -3.12], [1.88, -5.08, -0.81], [-0.73, -2.85, 6.03], [-0.58, -3.67, 3.77], [2.10, -1.25, -1.37], [4.52, -0.50, -5.10], [-0.42, -4.49, 3.09], [-1.44, -0.84, -1.21], [-3.49, -2.31, -4.39], [5.42, 2.24, 2.45], [-2.18, -3.16, -0.94], [1.87, 2.37, -3.98], [-1.95, -2.87, 1.19], [-5.50, -4.08, 2.91], [3.56, -0.24, 0.02], [-3.50, -5.43, 2.52], [-2.68, -2.58, -0.16], [-3.92, 2.16, 0.97], [-1.88, 3.09, -0.93], [-0.93, -1.33, 4.18], [-1.57, -3.89, 1.12], [2.89, 0.24, -3.59], [4.83, 0.15, 1.16], [-0.57, -3.91, 5.14], [-6.45, 0.12, 1.82], [2.95, -3.00, 1.63], [1.18, 1.04, -2.12], [-0.91, -1.57, 5.55], [0.24, 0.01, -0.11], [-4.63, -0.57, -2.56], [1.71, -1.63, 2.71], [4.95, 0.93, 3.57], [-0.73, -2.10, 1.77], [-4.61, -1.57, -4.75], [-5.42, -2.38, 2.47], [-3.03, -2.99, -5.09], [-3.52, -1.31, -2.18], [-1.79, 5.39, -0.32], [-5.58, 2.40, 2.29], [-2.77, -1.12, -0.83], [2.78, 1.39, -4.34], [-5.17, -0.70, -3.83], [2.17, 2.53, 2.95], [3.32, -2.02, -4.13], [4.60, 2.61, 3.96], [4.65, 1.90, 3.15], [-2.21, 4.15, -0.36], [-1.07, -0.33, 3.79], [3.89, -0.82, -3.95], [2.29, 3.61, 2.89], [-5.17, -1.38, 0.38], [1.75, -2.38, 1.92], [-0.24, -3.96, -0.31], [-3.71, -5.15, 1.48], [-5.36, -3.39, 2.08], [-6.04, -0.11, -4.11], [-0.04, 2.33, 1.93], [0.58, -2.73, 1.26], [1.77, 1.22, 1.04], [3.94, -4.49, 0.43], [0.65, -3.70, 0.26], [-6.15, -3.56, 1.35], [1.88, 2.26, 3.97], [3.00, -3.99, 0.65], [4.84, -0.96, -3.01], [1.13, 2.05, 1.94], [3.85, -2.74, 2.17], [-5.05, 1.73, 1.64], [-2.85, -5.41, 0.86], [3.05, 1.10, 1.43], [1.77, 3.28, -4.54], [-1.03, -0.74, 6.24], [-5.09, 0.12, -1.87], [-3.59, 3.18, 1.07], [-1.98, 1.15, -1.48], [3.36, 1.82, 2.51], [2.07, 0.09, -2.45], [-3.56, -0.06, 0.02], [-2.27, 1.84, -0.78], [3.42, 1.52, -5.21], [-0.43, -4.92, 5.50], [-3.94, -3.20, 0.08], [-1.48, 6.51, -0.22], [1.08, 2.14, -2.87], [-5.02, -1.66, -5.75], [-4.78, -0.41, 0.60], [-5.51, 0.45, 1.39]]
}


Entry 3:
{
  "formula": "C43H38FMoN7O3S3",
  "method": "ωB97M-V/def2-TZVPD",
  "spin_multiplicity": 3,
  "e_tot_ha": -3633.13790,
  "homo_ev": [-7.2, -7.2],
  "gap_ev": [6.72, 6.23],
  "symbols": ["H", "C", "H", "H", "C", "N", "Mo", "C", "C", "C", "N", "S", "H", "H", "O", "C", "H", "C", "C", "N", "C", "C", "C", "C", "H", "C", "H", "H", "C", "O", "C", "C", "H", "H", "H", "H", "C", "H", "C", "C", "C", "S", "N", "H", "H", "C", "H", "H", "H", "N", "C", "H", "H", "S", "H", "H", "C", "H", "C", "C", "H", "C", "H", "C", "N", "C", "C", "C", "C", "H", "H", "H", "C", "C", "C", "H", "H", "C", "O", "C", "C", "H", "C", "H", "H", "N", "C", "H", "C", "C", "H", "H", "C", "H", "F", "C"],
  "xyz": [[3.26, -2.62, -3.16], [-3.03, 2.41, 0.78], [-2.57, 1.84, 6.29], [5.09, -0.20, -2.78], [-0.64, 0.63, 3.83], [1.66, -3.37, 3.75], [0.39, -0.63, 0.52], [3.60, -4.43, -1.32], [1.63, 1.57, 4.27], [0.42, -0.18, -2.53], [1.03, -0.78, -1.50], [0.77, 1.91, -0.19], [6.61, 0.84, -4.45], [2.56, -3.82, 3.83], [-1.37, 0.24, 0.43], [-1.41, 2.88, 4.21], [-7.75, 2.46, 0.00], [-2.51, 0.17, -0.10], [-6.30, 0.13, -2.07], [-1.11, 1.60, 4.82], [5.71, 2.79, -4.32], [3.70, -3.26, -0.59], [2.19, 2.06, -1.19], [-6.65, -1.20, -2.71], [-0.74, -0.36, 4.27], [2.01, -1.65, -1.73], [2.11, -1.52, -5.10], [-7.63, -1.10, -3.17], [2.74, 0.55, 1.99], [-0.91, -2.18, -0.55], [4.66, -5.33, -1.36], [-5.64, 2.22, -0.27], [-2.01, 0.18, 6.06], [4.57, -6.25, -1.93], [-0.58, 3.19, 3.56], [-4.40, -1.71, -2.12], [1.37, -2.77, 2.56], [1.17, 1.97, 5.17], [-2.01, -2.10, -1.18], [1.80, -1.31, -4.09], [4.72, 3.57, -3.72], [2.52, 3.64, -1.93], [2.36, -2.64, 1.72], [-2.03, 2.50, 1.18], [6.37, 3.23, -5.06], [0.77, -0.43, -3.84], [4.60, 4.61, -3.99], [-5.94, 4.13, 0.63], [6.66, -5.75, -0.69], [-5.02, 0.09, -1.30], [5.84, 1.44, -3.97], [-6.16, 0.87, -2.85], [4.57, 1.49, 2.60], [-0.29, -2.30, 2.26], [-3.13, 0.90, 4.89], [-0.34, 0.54, -2.27], [4.99, 0.85, -3.04], [-7.21, 2.72, -1.65], [2.56, -2.31, -0.52], [-5.24, 3.32, 0.44], [6.85, -3.64, 0.61], [-4.70, 1.19, -0.50], [-7.40, 0.03, -0.23], [-3.42, 1.27, 0.07], [3.04, 1.14, -1.54], [1.38, 0.30, 2.22], [5.83, -5.04, -0.67], [-2.26, 1.10, 5.55], [2.96, 1.83, 4.00], [-5.95, -1.49, -3.50], [0.26, 0.09, -4.64], [4.94, -2.06, 0.69], [-7.38, 0.65, -1.13], [0.82, 0.83, 3.41], [4.87, -2.98, 0.11], [-2.33, 2.84, 3.59], [-6.70, -2.01, -1.97], [3.99, 1.62, -2.45], [-2.46, -2.90, -2.01], [-4.14, -0.88, -1.47], [5.94, -3.86, 0.06], [3.21, 0.17, 1.09], [-2.90, -0.91, -0.88], [-8.35, 0.56, -1.62], [0.90, -3.71, 4.30], [1.97, -1.97, 0.58], [2.43, -1.93, -3.02], [3.56, 2.44, 4.67], [3.87, 2.97, -2.79], [3.53, 1.31, 2.84], [-1.56, 3.65, 4.97], [-1.29, 0.63, 2.95], [-7.07, 2.09, -0.77], [2.67, -4.66, -1.85], [-3.59, 4.53, 1.59], [-3.94, 3.41, 0.93]]
}


Entry 4:
{
  "formula": "C43H38N3O",
  "method": "ωB97M-V/def2-TZVPD",
  "total_charge": 1,
  "spin_multiplicity": 1,
  "e_tot_ha": -1900.56606,
  "homo_ev": -9.0,
  "gap_ev": 4.34,
  "symbols": ["H", "N", "C", "H", "C", "C", "H", "H", "C", "C", "C", "C", "C", "C", "C", "N", "C", "C", "H", "C", "H", "H", "C", "N", "C", "H", "C", "H", "H", "C", "H", "H", "C", "H", "C", "H", "C", "H", "C", "C", "H", "C", "H", "C", "H", "O", "C", "H", "H", "H", "C", "H", "C", "H", "H", "C", "C", "C", "H", "C", "H", "C", "H", "C", "H", "C", "H", "H", "C", "C", "C", "H", "H", "C", "H", "C", "H", "H", "C", "H", "C", "H", "C", "C", "H"],
  "xyz": [[-6.49, 3.25, 1.81], [-0.55, -3.31, -1.27], [2.70, 6.80, 0.89], [2.40, -1.85, 5.29], [1.91, -1.93, 4.31], [0.14, -1.29, -0.50], [-0.42, -1.06, -6.77], [0.13, -3.75, -3.42], [-4.62, 2.21, 1.65], [-0.39, -3.41, 0.03], [0.69, -2.11, 1.84], [1.49, 0.37, -1.83], [0.05, 4.26, -0.07], [-2.66, 0.91, 1.04], [-0.71, -5.83, 0.03], [-0.26, -2.01, -1.59], [2.44, 1.38, -4.26], [2.38, -0.39, -2.61], [2.98, -3.73, 3.74], [-4.00, 0.98, 1.39], [3.47, -0.51, -4.46], [-2.20, -0.05, 0.80], [3.19, 0.31, 0.50], [0.07, -2.21, 0.57], [0.99, -0.16, -0.54], [0.00, 0.99, 0.99], [1.14, 1.66, -2.25], [-1.86, -7.96, 2.43], [3.37, 1.30, 0.08], [2.82, 0.11, -3.84], [3.28, 4.43, 2.07], [0.70, -0.14, 4.59], [-0.44, -1.27, -5.69], [-4.60, 0.07, 1.46], [-1.19, -4.63, 2.10], [3.55, 6.84, 0.19], [0.81, 5.42, -0.04], [-1.92, -5.83, 3.73], [-6.07, 2.27, 2.03], [0.96, -0.97, 3.93], [-6.22, 2.08, 3.11], [-3.85, 3.37, 1.57], [-1.19, 0.25, -2.71], [2.25, -2.97, 3.45], [-1.22, -3.70, 2.66], [1.78, 0.02, 0.56], [-0.09, -2.53, -5.21], [-0.37, -5.80, -1.01], [3.52, 0.27, 1.54], [-0.86, 4.23, -0.67], [-2.50, 3.32, 1.26], [2.05, 7.65, 0.66], [-0.74, -4.62, 0.76], [-0.46, -0.39, 2.40], [-1.14, 0.72, -5.19], [1.61, 2.17, -3.45], [-1.55, -7.03, 1.96], [1.64, -3.06, 2.20], [3.71, -0.47, -0.08], [0.41, 3.12, 0.70], [-1.07, -7.95, 0.06], [-1.84, 2.08, 0.97], [2.69, -1.37, -2.25], [-0.86, -0.49, -3.43], [1.90, 2.35, 2.09], [-0.38, -1.72, -2.96], [1.32, 3.17, -3.76], [0.52, 6.28, -0.65], [1.94, 5.51, 0.78], [-0.10, -2.77, -3.84], [-0.84, -0.26, -4.81], [-6.65, 1.51, 1.49], [3.10, 6.93, 1.90], [2.35, 4.37, 1.49], [-4.33, 4.33, 1.76], [0.32, -1.09, 2.70], [-1.93, 4.25, 1.26], [0.44, 2.21, -1.62], [-1.58, -5.83, 2.69], [2.80, 1.77, -5.22], [-0.44, 1.95, 0.73], [0.20, -3.34, -5.88], [-1.10, -7.02, 0.63], [1.61, 3.21, 1.47], [1.89, -3.87, 1.50]]
}